Molecular formula: C23H29N3O2
Method: DFT, ωB97M-V/def2-TZVPD

CARTESIAN COORDINATES (ANGSTROEM)
C (-3.88909, -3.28581, 5.54298)
C (-3.74979, -2.80641, 4.10498)
C (-2.79875, -1.61103, 4.01173)
N (-2.63430, -1.17929, 2.64993)
N (-1.56597, -1.55161, 1.94582)
C (-1.73457, -1.01426, 0.73708)
C (-0.88094, -1.10632, -0.37314)
C (-1.24325, -0.46014, -1.52844)
C (-0.42239, -0.50367, -2.77383)
O (-0.91211, -0.39811, -3.88338)
N (0.90809, -0.66787, -2.57643)
C (1.85739, -0.67987, -3.66253)
C (2.70726, 0.59253, -3.71469)
C (3.64933, 0.72045, -2.51980)
C (4.53460, 1.96785, -2.62573)
C (5.44856, 2.06418, -1.43798)
C (5.01785, 2.66791, -0.26327)
C (5.84145, 2.72164, 0.84687)
C (7.10970, 2.16876, 0.79769)
C (7.54802, 1.56259, -0.36703)
C (6.72144, 1.50992, -1.47532)
C (-2.46119, 0.26099, -1.60161)
C (-3.31027, 0.36833, -0.53990)
C (-2.96162, -0.26666, 0.66821)
C (-3.50235, -0.42241, 1.95090)
O (-4.59879, 0.01841, 2.61077)
C (-5.62394, 0.64040, 1.85555)
C (-6.39387, -0.35020, 0.99023)
H (-4.56776, -4.13318, 5.59552)
H (-2.92377, -3.59374, 5.93793)
H (-4.28142, -2.49149, 6.17405)
H (-4.72684, -2.51196, 3.71754)
H (-3.36330, -3.61303, 3.47911)
H (-1.80753, -1.88671, 4.37639)
H (-3.19064, -0.77473, 4.59671)
H (0.01058, -1.70837, -0.28891)
H (1.27062, -0.66906, -1.63779)
H (1.26876, -0.76915, -4.57881)
H (2.50558, -1.55775, -3.56542)
H (3.29315, 0.57662, -4.63579)
H (2.04273, 1.45785, -3.75476)
H (3.07423, 0.78030, -1.59289)
H (4.28751, -0.16498, -2.45995)
H (3.89747, 2.85324, -2.67898)
H (5.12135, 1.91414, -3.54503)
H (4.02929, 3.10355, -0.22072)
H (5.49348, 3.19713, 1.75255)
H (7.75440, 2.21165, 1.66321)
H (8.53720, 1.13036, -0.41247)
H (7.06900, 1.03674, -2.38309)
H (-2.70046, 0.72489, -2.54627)
H (-4.22827, 0.92740, -0.63967)
H (-6.28352, 1.07694, 2.61034)
H (-5.20415, 1.44988, 1.24860)
H (-7.18667, 0.16846, 0.45872)
H (-5.73400, -0.82200, 0.26601)
H (-6.83555, -1.12444, 1.61320)

Force components x, y, z for each atom (eV/Å):
0.0 0.0 -0.2
0.1 0.1 0.1
-0.3 -0.4 0.4
-0.4 0.6 -0.5
0.8 -0.4 -0.1
-0.9 0.3 0.6
0.1 0.1 -0.5
0.0 -0.3 0.5
0.2 -0.1 0.1
-0.2 0.1 -0.1
0.3 -0.1 0.2
0.0 0.2 -0.4
0.0 -0.3 0.2
-0.1 0.2 -0.4
-0.1 -0.3 0.2
0.0 0.1 -0.1
0.0 0.0 0.0
0.0 0.0 0.1
0.1 0.0 0.1
0.1 -0.1 0.0
0.0 0.0 0.0
-0.4 0.2 0.0
0.0 0.1 -0.3
0.3 -0.3 0.3
0.0 0.0 0.2
0.6 -0.3 0.1
-0.5 0.1 -0.3
0.3 0.1 0.3
0.0 -0.1 0.1
0.1 -0.1 0.1
0.0 0.0 0.1
0.0 0.0 -0.1
0.0 0.0 -0.1
-0.1 0.1 0.0
0.1 -0.1 0.0
0.1 -0.1 0.0
-0.2 0.0 0.0
0.1 -0.1 0.1
0.0 0.0 -0.1
0.0 0.0 -0.1
0.0 0.0 -0.1
0.0 0.0 0.1
0.0 -0.1 0.1
0.0 0.0 -0.1
0.0 0.1 0.0
-0.1 0.1 0.0
0.0 0.0 0.1
0.0 0.0 0.1
0.1 0.0 0.0
0.0 0.0 -0.1
0.0 0.0 -0.1
-0.1 0.1 0.0
0.1 0.0 -0.1
0.0 0.0 0.1
-0.1 0.0 -0.1
0.0 0.0 -0.1
-0.1 -0.1 0.0

Calculated total energy (Eh): -1208.5890
SMILES string: CCCn1nc2cc(C(=O)NCCCCc3ccccc3)ccc2c1OCC
Largest force on an atom (eV/Å): 1.16
2S+1: 1
Gap between HOMO and LUMO (eV): 8.28

Results of the Löwdin charge analysis, in e, for atoms 1 through 8: number 1, C, carries -0.11; number 2, C, carries -0.23; number 3, C, carries -0.13; number 4, N, carries -0.09; number 5, N, carries 0.13; number 6, C, carries -0.23; number 7, C, carries 0.04; number 8, C, carries -0.13

=====

Molecular formula: C18H20ClF6N4O5S2SiZr
Method: DFT, ωB97M-V/def2-TZVPD

CARTESIAN COORDINATES (ANGSTROEM)
Zr (-0.48682, 0.72542, -0.40919)
F (2.10991, 0.86929, 2.56250)
C (3.17169, 0.51063, 1.87636)
F (4.25779, 1.07034, 2.41885)
F (3.30962, -0.81301, 1.91288)
S (3.06795, 1.00995, 0.10302)
O (1.89522, 0.35275, -0.44477)
O (4.33041, 0.65333, -0.45830)
N (2.88621, 2.57633, 0.23842)
S (1.97250, 3.35186, -0.73913)
O (1.98411, 4.75529, -0.49483)
O (0.65830, 2.74577, -0.93407)
C (2.73399, 3.17726, -2.41763)
F (2.54541, 1.94832, -2.90101)
F (2.15922, 4.04829, -3.25180)
F (4.03736, 3.42506, -2.37143)
Cl (-4.18418, 0.64305, 2.53661)
C (-3.09501, -0.74074, 2.46613)
C (-2.82342, -1.37070, 3.67342)
C (-2.00311, -2.47692, 3.69767)
C (-1.46987, -2.93856, 2.50289)
C (-1.76747, -2.28311, 1.32776)
C (-2.56129, -1.13120, 1.23572)
C (-2.68166, -0.45769, -0.09900)
H (-3.25631, -0.97512, 4.58261)
H (-1.77522, -2.96505, 4.63742)
H (-0.79860, -3.78883, 2.47674)
H (-1.42485, -2.66350, 0.40864)
H (-3.40427, 0.33662, -0.17826)
H (-2.83411, -1.20008, -0.88409)
O (-0.41943, 1.17155, 1.25544)
C (2.74892, -4.83184, 0.16954)
Si (2.34634, -3.48199, -1.07983)
C (1.79683, -4.32010, -2.67273)
C (3.95580, -2.57684, -1.40810)
C (1.02874, -2.39016, -0.51912)
C (0.18186, -1.56413, -0.17579)
H (3.54202, -5.48773, -0.19865)
H (1.86985, -5.44169, 0.38965)
H (3.08703, -4.38800, 1.10902)
H (2.56817, -5.00081, -3.04377)
H (1.59159, -3.58102, -3.45001)
H (0.88359, -4.89612, -2.50897)
H (4.73547, -3.26554, -1.74363)
H (4.30696, -2.08118, -0.50138)
H (3.82716, -1.79673, -2.16099)
N (-5.66468, 3.67051, 0.36352)
C (-4.42665, 3.76224, -0.23658)
C (-3.51726, 2.69439, -0.12754)
N (-2.30633, 2.75874, -0.64335)
C (-1.96677, 3.92690, -1.22312)
C (-2.87244, 4.95745, -1.33508)
N (-4.11914, 4.88468, -0.86538)
H (-6.07243, 2.75168, 0.42197)
H (-6.30475, 4.39769, 0.08752)
H (-3.80611, 1.82644, 0.43623)
H (-0.95986, 4.02311, -1.59312)
H (-2.58799, 5.88345, -1.81989)

Force components x, y, z for each atom (eV/Å):
-0.5 -1.0 1.8
0.0 0.0 0.0
0.0 0.0 0.0
0.0 0.0 0.0
0.0 0.0 0.0
-0.1 -0.1 -0.1
0.3 0.5 -0.1
0.0 0.0 0.0
0.2 0.1 0.0
-0.2 0.2 -0.1
0.0 0.0 0.1
-0.1 -0.2 -0.5
0.0 0.0 0.0
0.0 0.0 0.0
0.0 0.0 0.0
0.0 0.0 0.0
0.0 0.0 0.1
0.0 0.3 -0.3
-0.2 0.2 0.0
0.2 -0.1 0.2
-0.1 0.1 -0.1
-0.9 -0.3 0.6
-0.2 0.2 -0.1
1.0 0.0 0.3
0.0 0.0 0.0
0.0 0.0 0.0
-0.1 0.0 0.0
0.3 -0.6 -0.6
-0.5 -0.4 0.1
0.0 0.0 0.0
0.0 0.1 0.2
-0.1 0.1 0.1
0.2 -0.4 -0.1
0.0 0.0 0.0
-0.1 0.2 0.0
-0.6 0.1 0.3
1.1 0.8 -1.4
0.0 0.0 0.0
0.0 0.0 0.0
0.0 0.0 0.0
0.0 0.0 0.0
0.0 0.0 0.0
0.0 0.0 0.0
0.0 0.0 0.0
0.0 0.0 0.0
0.0 0.0 0.0
0.0 0.0 -0.1
0.0 0.0 0.0
0.0 0.3 0.0
0.3 0.1 -0.2
-0.1 -0.1 -0.2
0.1 0.0 0.0
0.0 0.0 0.1
0.1 0.0 0.1
0.0 0.0 0.0
0.0 -0.1 0.0
0.0 0.0 -0.1
0.0 0.0 0.0

Calculated total energy (Eh): -3485.5463
Largest force on an atom (eV/Å): 2.13
2S+1: 1
Gap between HOMO and LUMO (eV): 6.88
Total charge: -1

Results of the Löwdin charge analysis, in e, for atoms 1 through 8: number 1, Zr, carries 1.49; number 2, F, carries 0.17; number 3, C, carries -0.68; number 4, F, carries 0.14; number 5, F, carries 0.15; number 6, S, carries 0.62; number 7, O, carries -0.42; number 8, O, carries -0.25

=====

Molecular formula: C5H6Br5O2
Method: DFT, ωB97M-V/def2-TZVPD

CARTESIAN COORDINATES (ANGSTROEM)
C (2.08305, -2.01042, 0.47810)
C (1.15194, -0.96270, -0.09927)
Br (1.86084, 0.82172, 0.42798)
C (-0.29812, -1.07129, 0.36028)
Br (-1.45780, -0.36392, -1.09654)
C (-0.75515, -2.52768, 0.65941)
O (-0.50056, -3.37444, -0.20963)
O (-1.19878, -2.66802, 1.82576)
H (2.29906, -1.78933, 1.51858)
H (1.65296, -2.99810, 0.36552)
H (3.02618, -1.97804, -0.06525)
H (1.20350, -0.94013, -1.17723)
H (-0.52513, -0.43407, 1.19973)
C (-1.66953, 4.17610, -0.81115)
Br (-3.55812, 4.23605, -1.19765)
Br (-1.29799, 3.14802, 0.76294)
Br (-0.66070, 3.54605, -2.32273)
H (-1.35564, 5.19020, -0.61887)

Force components x, y, z for each atom (eV/Å):
0.4 0.3 -0.1
-0.1 -0.1 0.3
0.0 0.0 -0.2
-0.3 0.2 -0.6
0.1 0.1 0.2
0.3 -0.3 1.2
-0.2 0.0 -0.3
0.0 0.1 -0.7
-0.1 -0.2 0.2
-0.2 -0.1 0.0
0.1 0.0 0.0
0.0 -0.1 -0.2
0.0 0.1 0.2
0.1 -0.1 0.0
0.0 0.0 0.0
0.0 0.0 0.0
0.0 0.0 0.0
0.0 0.0 0.0

Calculated total energy (Eh): -13214.7509
Largest force on an atom (eV/Å): 1.27
2S+1: 1
Gap between HOMO and LUMO (eV): 7.05
Total charge: -1

Results of the Löwdin charge analysis, in e, for atoms 1 through 8: number 1, C, carries -0.15; number 2, C, carries -0.75; number 3, Br, carries 0.58; number 4, C, carries -0.63; number 5, Br, carries 0.61; number 6, C, carries -0.82; number 7, O, carries -0.07; number 8, O, carries -0.06

=====

Among the records above, which one has the highest calculated total energy? C23H29N3O2

=====

The lowest calculated total energy belongs to which entry? C5H6Br5O2